# 1
An isolated ion of composition C11H11F2N4O3 and charge +1, computed with wB97M-V/def2-TZVPD.

LUMO level: -0.20683 Ha
highest occupied orbital energy: -14.4138 eV
structure (SMILES): CCCCc1nn(N=C=O)ccc1=[N+](C(=O)F)C(=O)F
total charge: +1

Geometry (Å):
C  0.517  -3.058  0.350
C  0.314  1.498  -0.528
H  -2.553  3.403  0.427
O  2.311  3.558  -1.554
H  -0.516  -3.183  -1.596
O  2.134  0.766  1.577
C  -0.455  0.253  -0.905
C  -0.403  -2.403  -0.775
F  3.355  -0.262  0.011
H  1.552  -3.322  -0.046
O  -4.326  -0.211  1.501
H  -1.433  -2.231  -0.342
N  -2.387  1.359  -0.370
H  0.058  -1.181  -2.549
H  0.505  -1.043  1.296
C  2.370  2.778  -0.651
N  -3.811  1.304  -0.332
H  1.600  -2.296  2.172
F  3.036  3.236  0.503
N  1.779  1.448  -0.662
C  -1.881  2.570  0.056
N  -1.820  0.257  -0.800
H  -0.266  -2.383  2.310
C  -0.363  2.721  -0.003
H  0.140  3.669  0.325
C  0.239  -1.079  -1.428
H  1.355  -1.062  -1.270
C  -4.091  0.413  0.561
C  2.387  0.649  0.421
H  0.040  -4.048  0.659
C  0.610  -2.120  1.642

---

# 2
A 2-piece molecular cluster, C11H14NO2 overall, computed with wB97M-V/def2-TZVPD.

LUMO level: -0.24356 Ha
highest occupied orbital energy: -12.4879 eV
total charge: +1

Geometry (Å):
H  5.138  0.901  0.015
H  -2.278  2.517  1.605
H  5.435  -0.816  0.442
H  -0.904  1.698  0.597
H  -5.438  -1.511  -1.019
C  -4.268  1.147  0.493
C  3.121  -1.936  0.197
N  2.748  0.621  0.425
C  4.908  -0.113  -0.157
C  -5.151  0.229  0.031
H  3.053  -2.662  -0.628
H  -1.468  -0.817  -0.105
C  3.420  -0.471  -0.244
C  -4.691  -0.955  -0.560
H  -4.729  2.069  0.638
H  3.026  -0.344  -1.319
C  -2.857  0.890  0.513
O  1.307  0.940  0.202
H  2.176  -1.942  0.702
C  -1.915  1.771  0.896
H  -2.811  -2.047  -1.045
H  5.321  -0.216  -1.203
C  2.347  1.789  -0.030
C  -3.317  -1.257  -0.615
H  3.874  -2.272  0.765
O  2.642  2.826  -0.497
C  -2.425  -0.402  -0.046
H  -6.266  0.362  -0.052

---

# 3
A 14-piece molecular cluster, C48H131N13O4 overall, computed with wB97M-V/def2-TZVPD.

LUMO level (spin up / spin down): -0.42783 / -0.49015 Ha
expectation value of S²: 0.75
highest occupied orbital energy (spin up / spin down): -16.5253 / -16.5253 eV
total charge: +5
multiplicity: 2

Geometry (Å):
H  27.017  17.996  5.871
H  31.643  17.791  0.061
H  27.393  20.669  -2.164
H  28.405  27.213  5.093
H  27.982  26.634  1.248
H  27.451  29.668  -0.956
H  32.401  22.308  -9.136
H  29.180  18.444  -2.547
H  25.220  29.736  -2.063
C  31.752  24.040  -10.119
N  26.051  19.056  -2.344
H  31.494  24.073  6.620
C  31.832  25.928  5.556
C  29.459  22.227  -2.850
H  31.968  26.241  4.521
H  23.662  21.050  -7.733
H  27.442  24.266  1.515
C  27.553  29.579  -3.720
H  25.425  19.067  -0.312
C  25.398  21.508  -1.737
H  25.854  24.930  -9.373
H  25.561  23.297  3.220
H  31.553  22.703  -6.362
C  30.954  22.361  4.400
C  29.834  21.523  -1.549
C  26.221  17.121  -0.786
H  28.617  17.334  -3.543
H  28.891  20.842  4.166
H  28.772  19.462  5.222
H  32.802  26.029  6.042
H  24.371  21.329  -2.058
H  31.126  26.596  6.050
H  28.737  20.263  1.261
O  29.986  24.379  0.510
H  29.089  32.210  -4.437
C  26.927  20.532  2.499
H  30.871  18.862  -0.884
H  31.174  24.955  -9.987
H  25.785  28.063  2.526
N  32.147  23.851  -7.575
H  26.937  25.072  -4.671
H  28.102  29.669  -4.658
H  25.471  19.597  4.632
H  26.489  29.670  -3.936
C  26.156  24.826  -7.316
H  26.301  32.484  -3.241
C  26.523  17.711  4.942
H  27.122  19.175  -0.580
C  29.308  23.572  -2.944
H  24.430  24.369  2.654
H  34.218  23.284  -7.563
H  28.031  27.951  3.563
H  33.670  22.888  3.876
H  23.886  18.423  -5.053
H  33.882  24.408  -5.520
H  25.646  18.381  3.285
C  29.979  24.974  -7.073
C  28.179  20.156  4.626
H  24.814  26.596  2.837
C  24.888  22.719  -7.530
H  27.088  27.660  -2.555
C  31.781  23.161  -8.861
H  25.178  23.118  1.555
H  27.567  31.865  -5.427
H  25.722  17.038  5.250
H  29.016  24.092  -3.845
H  34.587  22.223  5.917
H  30.222  21.682  0.520
C  33.569  22.587  6.058
C  26.376  20.498  -2.515
H  35.327  24.936  -6.501
H  24.689  25.980  -8.501
C  34.242  24.838  -6.455
O  29.260  21.607  -3.930
H  28.385  26.636  -0.416
C  27.858  28.155  -3.147
H  27.153  17.016  4.388
H  33.489  23.270  6.904
H  26.590  23.067  -5.398
C  31.315  24.468  5.620
N  26.695  26.116  2.324
C  27.340  32.155  -3.282
C  33.234  23.335  4.769
C  27.417  21.157  5.513
H  26.129  24.964  0.641
H  24.846  22.979  -4.816
H  27.491  31.343  -0.804
H  25.259  30.171  -0.323
H  26.323  25.613  -6.581
O  29.798  20.211  -1.409
C  31.473  25.092  -7.156
H  32.782  23.878  1.479
N  27.718  30.746  -2.802
H  28.864  28.062  -2.740
N  28.567  18.322  -3.340
H  29.434  24.638  -7.954
C  24.740  18.777  -4.475
C  25.000  27.191  0.798
H  25.071  31.399  -1.631
H  28.043  21.362  6.381
H  24.485  26.265  0.541
H  28.762  18.985  -4.076
H  27.946  27.585  -4.073
H  23.935  21.571  -6.158
H  27.640  21.661  0.768
N  31.802  23.591  4.571
H  29.771  24.271  -6.266
H  34.111  25.914  -6.568
H  32.297  20.818  3.574
H  31.830  25.365  -6.164
H  26.870  27.888  4.722
H  25.315  25.505  -4.235
C  29.410  24.378  -1.771
H  31.156  24.239  1.497
N  32.051  24.406  1.935
H  26.610  16.968  0.221
H  32.017  27.256  -2.433
H  31.958  21.623  -5.188
H  31.183  21.050  -6.498
H  25.519  22.535  -2.082
H  22.819  22.588  -7.116
H  25.184  16.787  -0.777
H  32.753  24.356  -10.414
H  26.197  24.146  -3.345
H  29.336  27.487  0.604
H  26.869  16.543  -1.446
C  26.003  24.661  -4.286
C  25.343  23.875  2.322
C  24.740  18.633  -2.920
H  30.759  22.830  -8.673
C  25.709  25.596  -8.523
H  28.001  25.299  3.824
O  29.109  25.553  -1.738
H  27.919  33.457  -4.875
H  27.690  18.584  -2.913
C  29.857  23.642  -0.472
C  25.624  23.563  -5.309
C  26.227  18.659  -0.928
C  28.050  21.050  1.573
C  31.448  21.453  3.318
N  27.375  19.553  3.523
H  25.826  22.174  -7.635
H  23.906  19.201  -2.510
H  25.298  21.422  -0.655
N  28.700  26.705  0.541
C  27.651  27.251  4.307
H  24.759  19.771  -4.922
H  29.636  25.977  -6.821
C  27.082  30.566  -1.450
H  30.727  26.275  -1.859
C  27.114  25.931  3.786
H  26.487  20.871  6.004
H  33.722  24.308  4.718
H  31.468  17.471  -1.560
H  27.158  22.052  4.947
H  31.834  25.901  -7.792
C  26.142  18.941  4.078
H  30.231  24.512  5.513
C  26.512  24.817  1.651
N  31.624  18.189  -0.867
H  25.731  27.460  0.035
H  33.883  24.684  -8.548
N  25.164  23.962  -6.746
H  30.480  21.940  -5.274
H  30.576  20.831  3.117
H  26.347  20.807  -3.560
N  31.273  21.853  -5.893
H  26.199  20.008  1.881
H  29.927  22.667  4.199
C  29.958  22.207  -0.387
H  32.869  21.769  6.229
H  24.146  27.866  0.744
H  26.396  26.405  -8.774
H  28.636  21.745  2.174
H  30.731  21.882  5.353
H  27.130  24.339  -7.377
C  25.554  30.469  -1.329
H  27.954  32.783  -2.636
H  31.985  24.069  2.885
H  31.455  23.650  -11.092
H  32.485  18.694  -1.021
H  26.287  25.542  4.381
H  31.746  21.947  2.393
H  25.638  18.320  -4.893
C  25.555  27.055  2.181
H  24.730  22.947  -8.584
C  23.716  21.969  -7.149
H  26.426  21.383  2.960
H  32.344  25.372  1.894
C  28.030  32.408  -4.603
H  32.154  26.114  -1.159
N  31.579  26.779  -1.658
C  33.571  24.157  -7.645
H  29.206  25.833  0.496
H  31.296  27.501  -1.011
H  24.564  17.589  -2.660

---

# 4
C2H4F2S2 as an isolated structure, computed with wB97M-V/def2-TZVPD.

LUMO level: -0.03057 Ha
highest occupied orbital energy: -8.7351 eV
total charge: 0

Geometry (Å):
F  1.501  -1.304  0.124
F  -0.682  -1.186  0.331
S  -1.382  1.241  2.210
C  0.265  0.428  -1.068
H  0.195  -1.922  -1.348
H  1.165  0.973  -1.552
H  -0.680  0.234  2.580
S  -0.041  1.853  0.868
H  -0.645  0.673  -1.584
C  0.303  -0.990  -0.560

---

# 5
One molecule with the formula C3H6N2O, computed with wB97M-V/def2-TZVPD.

LUMO level: 0.00147 Ha
highest occupied orbital energy: -9.5686 eV
structure (SMILES): [H]/N=C(/C=O)NC
total charge: 0

Geometry (Å):
N  -1.291  -0.831  -1.076
C  -0.774  0.073  -0.344
H  0.741  1.346  -0.044
H  2.121  -1.052  -0.634
C  -1.671  0.862  0.577
H  1.038  -1.364  0.736
N  0.576  0.402  -0.352
H  -0.528  -1.128  -1.693
O  -1.285  1.862  1.136
H  2.235  -0.066  0.834
C  1.539  -0.575  0.162
H  -2.700  0.472  0.697

---

# 6
A 2-piece molecular cluster, C5H12 overall, computed with wB97M-V/def2-TZVPD.

LUMO level: 0.03554 Ha
highest occupied orbital energy: -9.4101 eV
structure (SMILES): C=C.CCC
total charge: 0

Geometry (Å):
H  1.004  -2.798  2.847
H  -0.704  -1.025  1.788
C  1.195  -1.689  2.680
H  0.314  1.029  0.711
H  -0.241  1.690  -3.998
C  -0.827  1.693  -3.079
H  -2.326  0.729  -1.926
H  0.323  -1.687  0.624
H  -0.469  2.484  -2.407
C  0.884  0.305  1.319
H  1.042  0.992  2.199
H  1.803  0.281  0.722
H  0.951  -1.194  3.641
C  -1.844  0.828  -2.933
C  0.359  -1.102  1.536
H  -2.641  0.944  -3.694
H  2.251  -1.502  2.616

---

# 7
A 2-piece molecular cluster, C4H8O3 overall, computed with wB97M-V/def2-TZVPD.

LUMO level: -0.00528 Ha
highest occupied orbital energy: -7.7353 eV
total charge: 0

Geometry (Å):
H  1.622  0.622  1.357
H  -2.624  -0.289  -0.919
H  0.003  2.001  -0.643
C  -1.164  0.531  0.540
H  -0.822  0.120  1.493
C  -0.013  0.940  -0.403
H  2.641  -0.670  -0.902
O  -1.175  -1.628  -0.498
H  -0.244  -1.660  0.046
C  1.534  -0.071  0.515
H  -1.855  1.358  0.696
H  0.147  0.341  -1.293
O  2.598  0.111  -0.332
O  1.071  -1.240  0.691
C  -1.718  -0.467  -0.347